A cluster of 2 separate species, C3H7OS in total in a non-equilibrium geometry, computed with ωB97M-V/def2-TZVPD.

Results
Calculated total energy = -16107.9949 eV
Energy relative to the best compared isomer or geometry (same formula, charge and spin) = 6.5 kcal per mole
Net charge = -1
Multiplicity = 1
Kohn-Sham gap = 0.27451 hartree

Atoms and positions in Å:
S1 -1.1678 2.3481 1.0649
H1 -1.7961 3.3269 0.3926
C1 0.0779 -1.8412 -1.0343
C2 0.1035 -0.5636 -0.5436
O1 -0.6152 0.4616 -1.0608
C3 0.8406 -0.1900 0.7662
H2 0.6843 -2.5496 -0.4833
H3 -0.5403 -2.0447 -1.9077
H4 -0.6336 1.2824 -0.4569
H5 1.4362 -1.0189 1.1512
H6 1.5030 0.6843 0.6003
H7 0.1076 0.1048 1.5114


A structure of composition C5H6GaO4 in a non-equilibrium geometry, computed with ωB97M-V/def2-TZVPD.

Results
Calculated total energy = -65808.8623 eV
Energy relative to the best compared isomer or geometry (same formula, charge and spin) = 2.4 kcal per mole
Net charge = +3
Multiplicity = 1
Kohn-Sham gap (spin up / spin down) = 0.15824 / 0.20603 hartree

Atoms and positions in Å:
O1 0.4655 -0.4980 -1.0573
C1 0.6832 0.8502 -1.3950
C2 1.7553 1.1212 -2.1675
O2 2.6687 0.2816 -2.5482
Ga1 3.0072 -1.3244 -2.3569
H1 0.0891 1.5818 -0.8584
H2 1.9298 2.1857 -2.3716
C3 -1.9723 0.7427 2.5505
C4 -1.4192 -0.2715 1.9104
O3 -0.5662 0.0213 0.8300
C5 -0.1273 -0.8678 0.0249
O4 -0.4295 -2.1009 0.2027
H3 -1.8128 1.7744 2.2398
H4 -1.5879 -1.3310 2.0858
H5 -2.6925 0.5301 3.3385
H6 0.0090 -2.6954 -0.4275


A structure of composition C17H35BrN9ORu in a non-equilibrium geometry, computed with ωB97M-V/def2-TZVPD.

Results
Calculated total energy = -106266.5689 eV
Energy relative to the best compared isomer or geometry (same formula, charge and spin) = 75.7 kcal per mole
Net charge = +2
Multiplicity = 2
Kohn-Sham gap (spin up / spin down) = 0.23784 / 0.23800 hartree

Atoms and positions in Å:
Ru1 0.0169 -0.4048 -0.6909
C1 -2.2122 1.9901 3.1138
N1 -2.4247 2.5828 1.8068
C2 -2.9459 3.9372 1.7461
C3 -2.0353 1.9101 0.7014
N2 -1.4930 0.7361 0.7103
N3 -2.2961 2.5482 -0.4972
C4 -1.8831 2.2220 -1.7655
N4 -2.4398 2.9779 -2.7343
N5 -0.9990 1.3168 -2.0053
H1 -2.8138 2.5164 3.8477
H2 -1.1608 2.0559 3.4078
H3 -2.5291 0.9468 3.1217
H4 -3.0950 4.3014 2.7589
H5 -3.9160 3.9769 1.2412
H6 -2.2398 4.6127 1.2559
H7 -1.3357 0.3648 1.6425
H8 -2.8940 3.3614 -0.4451
H9 -3.1804 3.6317 -2.5425
H10 -2.2182 2.8062 -3.7012
H11 -0.8025 1.2236 -3.0008
O1 -0.2867 -2.3250 0.9738
C5 -0.2988 -3.6199 0.3726
C6 -1.7129 -4.0679 0.0173
C7 -2.4086 -3.0369 -0.8831
C8 -1.7628 -2.9016 -2.2313
C9 -1.9658 -3.8614 -3.2213
C10 -1.4199 -3.6737 -4.4776
C11 -0.7040 -2.5100 -4.7201
C12 -0.5309 -1.6142 -3.6819
N6 -1.0285 -1.8151 -2.4623
H12 -0.8859 -2.3523 1.7347
H13 0.1705 -4.3357 1.0578
H14 0.3220 -3.5348 -0.5271
H15 -2.3054 -4.1955 0.9300
H16 -1.6604 -5.0341 -0.4842
H17 -2.4049 -2.0469 -0.3977
H18 -3.4450 -3.3492 -1.0225
H19 -2.5547 -4.7380 -3.0018
H20 -1.5495 -4.4148 -5.2522
H21 -0.2825 -2.3056 -5.6897
H22 0.0272 -0.6984 -3.8358
C13 4.3350 1.5181 -0.1030
N7 3.0316 1.5806 0.5218
C14 2.0351 2.3763 -0.1364
C15 2.6052 0.6231 1.4036
N8 1.3649 0.2389 1.3741
N9 3.5257 0.1583 2.3040
C16 4.5532 0.9940 2.8839
C17 3.2941 -1.0634 3.0360
H23 4.2183 1.3974 -1.1818
H24 4.9037 0.6702 0.2656
H25 4.8930 2.4387 0.0812
H26 2.5150 3.0062 -0.8796
H27 1.5203 3.0009 0.5943
H28 1.2682 1.7377 -0.6321
H29 1.0988 -0.3790 2.1340
H30 4.6034 1.9593 2.3951
H31 5.5255 0.5023 2.8165
H32 4.3346 1.1568 3.9430
H33 2.7721 -0.8835 3.9818
H34 4.2582 -1.5148 3.2717
H35 2.7275 -1.7658 2.4279
Br1 2.2020 -0.9376 -1.6723


A cluster of 2 separate species, C3H10N2 in total in a non-equilibrium geometry, computed with ωB97M-V/def2-TZVPD.

Results
Calculated total energy = -6243.4781 eV
Energy relative to the best compared isomer or geometry (same formula, charge and spin) = 31.2 kcal per mole
Net charge = +1
Multiplicity = 2
Kohn-Sham gap (spin up / spin down) = 0.34304 / 0.16881 hartree

Atoms and positions in Å:
C1 -0.7559 2.2295 -2.7679
N1 0.3942 1.8525 -3.1356
H1 -0.8036 3.1500 -2.1820
H2 -1.6601 1.6285 -2.8923
H3 0.3366 1.0004 -3.6966
C2 -0.1993 -2.1603 1.5153
N2 0.8085 -1.1442 1.3027
C3 0.5230 0.2344 1.6131
H4 -0.6825 -1.9758 2.4730
H5 -0.9055 -2.1254 0.6783
H6 0.2681 -3.1434 1.5408
H7 1.2751 -1.2773 0.4005
H8 0.9321 0.8916 0.8529
H9 1.0207 0.4849 2.5618
H10 -0.5513 0.3545 1.7360


A cluster of 2 separate species, C4H8ClN2P in total in a non-equilibrium geometry, computed with ωB97M-V/def2-TZVPD.

Results
Calculated total energy = -29064.3168 eV
Net charge = 0
Multiplicity = 3
Kohn-Sham gap (spin up / spin down) = 0.31451 / 0.27677 hartree

Atoms and positions in Å:
C1 0.4860 0.7943 0.5152
C2 0.8982 0.8093 -0.9873
C3 1.3571 1.5812 1.3608
C4 -1.6990 -2.7721 0.1874
N1 -0.5726 0.1104 0.7662
N2 -1.3332 -0.1784 -0.2643
P1 -0.4954 -0.1795 -1.7318
Cl1 -1.5229 1.2599 -2.7891
H1 1.0997 1.7463 -1.3498
H2 1.8191 0.1488 -1.1399
H3 1.2246 1.3115 2.3729
H4 1.3400 2.6798 1.0860
H5 2.3927 1.2906 1.2844
H6 -1.0796 -3.1984 -0.4711
H7 -1.2939 -2.9274 1.1293
H8 -2.6208 -2.4763 0.0312